Entry 1:
{"formula": "C2H8N2O2S", "method": "the ωB97M-V functional and the def2-TZVPD basis", "species": ["C", "C", "N", "N", "O", "O", "S", "H", "H", "H", "H", "H", "H", "H", "H"], "positions_angstrom": [[1.34, 1.43, 0.53], [-0.65, -0.59, -2.31], [-0.81, -0.59, 2.42], [0.08, -1.04, 1.49], [0.98, 0.52, -0.49], [-1.00, -0.88, -1.01], [0.38, -1.06, 0.01], [2.32, 1.85, 0.27], [0.41, 2.17, 0.66], [1.26, 1.01, 1.51], [-1.40, -0.17, -2.97], [-0.24, -1.53, -2.85], [0.14, 0.13, -2.15], [-1.31, -1.34, 2.87], [-1.49, 0.09, 2.01]], "lowdin_charge": [-0.16, -0.22, -0.05, -0.44, -0.47, -0.40, 1.09, 0.09, 0.13, 0.03, 0.08, 0.11, 0.04, 0.07, 0.10], "lumo_ev": 0.8, "homo_ev": -8.9, "de_lowest_kcal_mol": 82.9, "spin_multiplicity": 1}

Entry 2:
{"formula": "C3H6OS", "method": "the ωB97M-V functional and the def2-TZVPD basis", "species": ["C", "C", "C", "O", "S", "H", "H", "H", "H", "H", "H"], "positions_angstrom": [[-0.52, -0.80, 1.08], [0.35, 0.10, 0.17], [-0.14, 0.05, -1.28], [-1.31, 0.27, 1.42], [1.56, 1.00, 0.85], [-1.02, -1.56, 0.52], [-0.07, -1.32, 2.03], [0.38, 0.86, -1.93], [-1.21, 0.13, -1.29], [0.30, -0.98, -1.69], [1.68, 2.24, 0.13]], "lowdin_charge": [-0.34, -0.79, -0.12, -0.01, 0.82, 0.10, 0.14, 0.09, 0.06, 0.11, -0.06], "lumo_ev": [0.7, -1.8], "homo_ev": [-6.8, -10.1], "de_lowest_kcal_mol": 20.3, "spin_multiplicity": 3, "s2": 2.0107}

Entry 3:
{"formula": "CH4N2O", "method": "the ωB97M-V functional and the def2-TZVPD basis", "species": ["N", "C", "O", "H", "N", "H", "H", "H"], "positions_angstrom": [[1.73, 1.57, 0.09], [1.50, 0.39, 0.01], [1.50, -0.78, 0.00], [1.19, 2.30, -0.07], [-1.61, -0.59, 0.02], [-0.76, -0.63, -0.56], [-2.26, -1.29, -0.38], [-1.30, -0.97, 0.88]], "lowdin_charge": [0.22, -0.40, 0.15, 0.02, 0.01, -0.02, 0.02, -0.01], "lumo_ev": 0.7, "homo_ev": -10.3, "de_lowest_kcal_mol": 25.2, "spin_multiplicity": 1}

Entry 4:
{"formula": "C8H12BrCl8N2", "method": "the ωB97M-V functional and the def2-TZVPD basis", "species": ["Br", "C", "C", "C", "C", "N", "N", "H", "H", "H", "H", "C", "Cl", "Cl", "H", "H", "C", "Cl", "Cl", "H", "H", "C", "Cl", "Cl", "H", "H", "C", "Cl", "Cl", "H", "H"], "positions_angstrom": [[2.09, -0.19, -0.15], [0.79, 1.12, 0.11], [-0.56, 0.79, 0.03], [-1.43, 1.84, 0.25], [-0.88, 3.10, 0.55], [0.39, 3.37, 0.60], [1.20, 2.34, 0.37], [-0.91, -0.20, -0.20], [-2.50, 1.69, 0.23], [-1.54, 3.94, 0.75], [2.20, 2.54, 0.42], [0.97, -3.11, -2.40], [1.61, -3.69, -3.93], [-0.44, -2.07, -2.62], [0.68, -3.96, -1.79], [1.75, -2.54, -1.91], [-0.40, 0.67, 3.98], [0.09, -0.30, 5.35], [-0.85, -0.35, 2.58], [-1.27, 1.26, 4.25], [0.42, 1.31, 3.68], [5.03, -2.43, -4.32], [5.60, -2.14, -2.66], [5.33, -1.06, -5.38], [5.55, -3.30, -4.71], [3.96, -2.61, -4.27], [-5.50, 0.72, 2.28], [-4.21, 1.23, 3.38], [-5.14, 1.15, 0.60], [-5.61, -0.35, 2.35], [-6.42, 1.22, 2.58]], "lowdin_charge": [0.93, -0.68, -0.16, 0.00, -0.06, 0.13, 0.04, 0.09, 0.07, 0.14, 0.17, -1.02, 0.57, 0.51, 0.03, -0.03, -0.99, 0.57, 0.59, 0.01, 0.02, -1.03, 0.48, 0.52, 0.03, -0.06, -0.99, 0.51, 0.52, 0.03, 0.03], "lumo_ev": -5.1, "homo_ev": -12.8, "spin_multiplicity": 1, "charge": 1}

Entry 5:
{"formula": "C14H18N3O5P2", "method": "the ωB97M-V functional and the def2-TZVPD basis", "species": ["O", "C", "O", "C", "C", "C", "N", "C", "P", "P", "O", "O", "O", "C", "H", "H", "H", "H", "H", "H", "H", "H", "N", "C", "C", "C", "C", "H", "H", "H", "H", "H", "N", "C", "C", "C", "C", "H", "H", "H", "H", "H"], "positions_angstrom": [[-0.68, -1.55, -1.18], [-0.15, -0.52, -0.90], [0.85, 0.03, -1.66], [-0.56, 0.22, 0.40], [-1.84, 0.79, 0.69], [-2.01, 1.36, 1.92], [-1.05, 1.40, 2.85], [0.15, 0.88, 2.60], [1.49, 0.88, 3.90], [1.62, -1.27, 4.29], [1.61, -2.01, 3.01], [2.93, -1.61, 5.13], [0.27, -1.67, 5.07], [0.43, 0.28, 1.39], [1.69, -0.02, -1.18], [-2.65, 0.74, -0.03], [-2.99, 1.77, 2.15], [-1.25, 1.84, 3.74], [2.70, 1.32, 3.31], [2.65, -2.15, 5.89], [-0.10, -2.44, 4.61], [1.41, -0.15, 1.23], [4.14, 0.34, -2.89], [5.49, 0.09, -2.79], [6.15, 1.23, -3.16], [5.17, 2.21, -3.49], [3.95, 1.63, -3.31], [3.42, -0.32, -2.68], [5.85, -0.87, -2.47], [7.22, 1.35, -3.20], [5.35, 3.22, -3.82], [2.95, 2.03, -3.44], [-5.26, -1.49, -0.64], [-4.33, -1.33, -1.63], [-4.90, -0.57, -2.62], [-6.22, -0.25, -2.20], [-6.41, -0.84, -0.97], [-5.11, -2.01, 0.21], [-3.35, -1.77, -1.55], [-4.43, -0.27, -3.54], [-6.95, 0.33, -2.73], [-7.26, -0.84, -0.31]], "lowdin_charge": [0.19, -0.43, 0.11, -0.01, 0.07, -0.01, 0.10, -0.45, 0.90, 0.26, -0.33, -0.13, -0.16, -0.02, 0.11, 0.14, 0.16, 0.18, -0.04, 0.10, 0.10, 0.12, -0.01, -0.14, -0.10, -0.10, -0.15, 0.12, 0.11, 0.09, 0.09, 0.10, 0.00, -0.16, -0.11, -0.10, -0.14, 0.14, 0.09, 0.09, 0.10, 0.11], "lumo_ev": -5.1, "homo_ev": -10.2, "de_lowest_kcal_mol": 20.8, "spin_multiplicity": 1, "charge": 1}

Entry 6:
{"formula": "C5H8N2O3", "method": "the ωB97M-V functional and the def2-TZVPD basis", "species": ["O", "C", "C", "C", "N", "C", "O", "N", "H", "H", "H", "H", "C", "O", "H", "H", "H", "H"], "positions_angstrom": [[-2.79, -1.80, -0.27], [-2.04, -0.83, -0.29], [-2.33, 0.60, -0.81], [-1.55, 1.70, -0.42], [-0.40, 1.53, 0.38], [0.10, 0.26, 0.80], [1.09, 0.09, 1.45], [-0.81, -0.74, 0.40], [-3.27, 0.82, -1.30], [-1.92, 2.79, -0.49], [0.37, 2.26, 0.46], [-0.63, -1.58, 0.88], [3.79, -0.12, -1.11], [3.03, -0.55, 0.04], [3.49, 0.85, -1.31], [4.92, -0.05, -1.12], [3.64, -0.77, -1.93], [3.37, -1.38, 0.52]], "lowdin_charge": [0.06, -0.41, 0.01, -0.08, 0.08, -0.48, 0.08, 0.18, 0.09, 0.14, 0.18, 0.14, -0.14, -0.16, 0.05, 0.09, 0.05, 0.12], "lumo_ev": 0.6, "homo_ev": -9.3, "de_lowest_kcal_mol": 28.9, "spin_multiplicity": 1}

Entry 7:
{"formula": "C35H53F6GeN7O3RuS2Si3", "method": "the ωB97M-V functional and the def2-TZVPD basis", "species": ["Ru", "S", "C", "S", "C", "C", "N", "C", "N", "N", "C", "C", "C", "C", "C", "C", "N", "C", "C", "C", "C", "N", "C", "C", "H", "H", "H", "H", "H", "H", "H", "H", "H", "C", "Si", "C", "C", "Ge", "Si", "C", "C", "C", "Si", "C", "C", "C", "H", "H", "H", "H", "H", "H", "H", "H", "H", "H", "H", "H", "H", "H", "H", "H", "H", "H", "H", "H", "H", "H", "H", "H", "H", "H", "H", "C", "O", "C", "O", "H", "H", "H", "C", "C", "O", "C", "F", "F", "F", "C", "F", "F", "F", "H", "H", "H", "N", "C", "C", "N", "C", "C", "H", "H", "H", "H", "H", "H", "H", "H", "H", "H", "H"], "positions_angstrom": [[0.07, -0.31, 0.16], [-1.10, 1.34, 1.72], [-2.72, 0.87, 1.32], [-2.92, 0.14, -0.20], [-3.73, 1.00, 2.26], [-4.97, 0.38, 2.11], [-5.96, -0.22, 2.06], [-3.47, 1.62, 3.49], [-3.24, 2.11, 4.50], [-2.18, 5.50, -4.02], [-2.89, 5.97, -5.09], [-3.18, 7.25, -5.55], [-3.91, 7.34, -6.71], [-4.35, 6.21, -7.40], [-4.07, 4.93, -6.95], [-3.32, 4.81, -5.79], [-2.86, 3.70, -5.14], [-2.19, 4.13, -4.10], [-1.53, 3.25, -3.16], [-1.60, 1.87, -3.35], [-0.95, 1.04, -2.46], [-0.28, 1.48, -1.40], [-0.20, 2.79, -1.20], [-0.80, 3.71, -2.05], [-1.75, 6.07, -3.31], [-2.83, 8.13, -5.03], [-4.15, 8.32, -7.11], [-4.92, 6.34, -8.31], [-4.41, 4.06, -7.48], [-2.15, 1.49, -4.19], [-0.96, -0.04, -2.58], [0.36, 3.11, -0.33], [-0.69, 4.76, -1.84], [1.40, 3.07, 2.95], [2.78, 2.04, 2.10], [4.24, 1.96, 3.35], [3.47, 3.06, 0.63], [1.91, -0.34, 1.73], [1.67, -1.11, 4.12], [3.09, -0.84, 5.39], [1.42, -3.03, 4.34], [0.13, -0.23, 4.86], [3.94, -1.56, 0.99], [3.32, -3.31, 0.50], [4.93, -0.87, -0.49], [5.23, -1.81, 2.39], [1.81, 3.98, 3.39], [0.92, 2.51, 3.75], [0.62, 3.35, 2.25], [4.86, 2.85, 3.24], [4.88, 1.10, 3.20], [3.88, 1.94, 4.37], [3.72, 4.08, 0.93], [2.76, 3.12, -0.19], [4.37, 2.60, 0.23], [3.97, -1.40, 5.12], [2.77, -1.18, 6.36], [3.37, 0.20, 5.48], [1.65, -3.57, 3.43], [0.41, -3.30, 4.66], [2.09, -3.40, 5.11], [0.44, 0.58, 5.51], [-0.50, -0.89, 5.45], [-0.48, 0.20, 4.07], [2.47, -3.23, -0.18], [3.01, -3.87, 1.38], [4.09, -3.90, 0.01], [4.58, -1.30, -1.43], [5.99, -1.09, -0.40], [4.81, 0.21, -0.56], [4.79, -2.24, 3.28], [5.70, -0.87, 2.67], [6.02, -2.48, 2.05], [2.43, -0.55, -3.19], [1.63, -0.91, -2.05], [1.68, -0.11, -1.01], [2.43, 0.84, -0.91], [1.79, 0.00, -3.90], [2.79, -1.47, -3.65], [3.25, 0.09, -2.87], [-2.67, -2.10, -2.89], [-1.45, -2.77, -2.21], [-0.97, -2.19, -1.11], [-1.93, -4.22, -1.85], [-2.44, -4.94, -2.85], [-2.92, -4.16, -0.92], [-0.99, -4.99, -1.27], [-0.33, -2.98, -3.27], [0.81, -3.42, -2.72], [-0.64, -3.86, -4.24], [-0.04, -1.84, -3.92], [-3.32, -1.70, -2.12], [-3.22, -2.82, -3.50], [-2.35, -1.29, -3.53], [-2.57, -4.48, 1.92], [-1.10, -4.66, 2.01], [-0.42, -3.41, 1.44], [-0.86, -2.18, 2.07], [-2.31, -2.08, 2.11], [-2.98, -3.30, 2.73], [-3.07, -5.33, 2.19], [-2.80, -4.27, 0.94], [-0.80, -5.53, 1.43], [-0.84, -4.82, 3.06], [-0.63, -3.31, 0.37], [0.66, -3.50, 1.56], [-0.48, -2.09, 3.00], [-2.69, -1.95, 1.10], [-2.58, -1.20, 2.70], [-4.07, -3.18, 2.70], [-2.67, -3.47, 3.77]], "lowdin_charge": [0.91, 0.66, -1.13, 0.70, -0.42, -0.27, 0.15, -0.28, 0.16, 0.17, -0.19, -0.02, -0.09, -0.10, -0.01, -0.22, 0.18, -0.27, -0.11, 0.03, -0.16, -0.02, -0.11, 0.02, 0.16, 0.11, 0.10, 0.10, 0.11, 0.12, 0.07, 0.10, 0.11, -0.25, 0.45, -0.21, -0.21, 0.57, 0.44, -0.20, -0.22, -0.23, 0.42, -0.23, -0.19, -0.21, 0.03, 0.00, -0.03, 0.02, 0.00, 0.00, 0.03, -0.01, 0.02, 0.01, 0.03, 0.00, -0.01, 0.01, 0.02, 0.03, 0.02, -0.05, 0.01, 0.00, 0.03, 0.02, 0.03, 0.01, 0.00, 0.01, 0.03, -0.03, -0.11, -0.69, -0.08, 0.10, 0.10, 0.09, 0.02, -0.50, -0.24, -0.53, 0.16, 0.10, 0.14, -0.55, 0.15, 0.15, 0.14, 0.05, 0.09, 0.07, 0.06, -0.09, -0.20, -0.04, -0.21, -0.08, 0.19, 0.15, 0.13, 0.12, 0.08, 0.09, 0.05, 0.06, 0.11, 0.14, 0.14], "lumo_ev": [-1.6, -1.5], "homo_ev": [-7.7, -7.7], "de_lowest_kcal_mol": 76.3, "spin_multiplicity": 1}